1.
12
Properties=species:S:1:pos:R:3 method="wB97M-V/def2-TZVPD" e_above_lowest_kcal_mol=91.9 lumo_energy_ev=-1.4890 total_energy_ev=-32113.3139 homo_energy_ev=-9.7
C 0.31818 0.80182 0.72499
C 0.36683 0.44275 -0.62878
C -1.37932 -0.80173 1.15682
N -0.35035 -0.02314 1.57693
O -0.18847 0.06723 2.83874
O -1.35446 -2.29838 3.25130
S -2.07988 -1.15553 2.87122
Cl -4.06493 -1.70926 2.16166
H 0.79894 1.69753 1.05423
H -0.07554 -0.44783 -1.05118
H 0.99391 0.82006 -1.43283
H -1.82582 -0.73919 0.23027



2.
70
Properties=species:S:1:pos:R:3 method="wB97M-V/def2-TZVPD" e_above_lowest_kcal_mol=0.0 lumo_energy_ev=-0.9350 total_energy_ev=-112717.5920 homo_energy_ev=-7.4
Ti 0.17756 -0.42851 -0.16483
O 0.34506 2.73445 -2.49204
C 1.68295 2.44153 -2.77864
C 2.21585 1.10925 -2.26066
N 2.02994 0.79852 -0.80317
C 1.88001 1.97850 0.06060
C 0.41558 2.34379 0.28364
O 0.07064 3.37351 0.79547
O -0.40129 1.34315 -0.01693
C 3.19085 -0.00576 -0.38110
C 2.86322 -0.83315 0.85123
O 3.68855 -1.27281 1.60576
O 1.56052 -1.00755 0.98756
H -0.19266 1.94086 -2.65007
H 2.26993 3.26872 -2.37237
H 1.87299 2.43585 -3.86278
H 3.29314 1.12904 -2.46786
H 1.79370 0.26417 -2.80984
H 2.44165 2.85187 -0.27610
H 2.26543 1.71166 1.05066
H 4.07030 0.61998 -0.20007
H 3.41684 -0.71322 -1.18289
S 1.02311 3.66832 4.61834
C 1.29605 4.38703 6.13990
C 0.71225 3.68375 7.15044
C 0.01862 2.54397 6.67732
C 0.09130 2.40455 5.31753
C -0.51149 1.35688 4.49243
C 0.02958 1.04541 3.22502
N -0.46496 0.13947 2.42334
C -1.54583 -0.54986 2.82160
C -2.14897 -0.35658 4.07055
C -3.28147 -1.15732 4.44385
C -3.76360 -2.09611 3.60362
C -3.17325 -2.30654 2.30969
C -3.65630 -3.28146 1.42219
C -3.06246 -3.43642 0.19075
C -1.99466 -2.57816 -0.12525
N -1.50948 -1.66571 0.69192
C -2.07879 -1.52845 1.91289
C -3.47502 -4.42759 -0.80606
C -2.72062 -4.93783 -1.82649
C -3.43214 -5.87956 -2.61170
C -4.70780 -6.06369 -2.17393
S -5.05641 -5.09842 -0.80882
C -1.60864 0.63330 4.90407
H 1.87455 5.29209 6.21151
H 0.77359 3.96736 8.18927
H -0.49568 1.84648 7.32046
H 0.91602 1.56623 2.88082
H -3.73469 -0.99661 5.41308
H -4.60979 -2.70981 3.88300
H -4.48596 -3.90585 1.73091
H -1.53180 -2.63934 -1.10039
H -1.69108 -4.66255 -2.00038
H -3.01129 -6.39872 -3.45842
H -5.46205 -6.71449 -2.58132
H -2.07857 0.83144 5.85898
C -1.47710 -1.65473 -4.58985
C -0.70940 -1.56566 -3.30161
S -1.05203 -0.23361 -2.23527
C 0.23344 -2.46415 -2.95370
C 0.60624 -3.61838 -3.84072
S 1.07039 -2.29791 -1.43586
H -2.15589 -0.81226 -4.70500
H -2.07430 -2.56981 -4.62813
H -0.80860 -1.67051 -5.45314
H 1.12878 -3.27090 -4.73502
H -0.27766 -4.16197 -4.18292
H 1.25815 -4.32031 -3.32478



3.
33
Properties=species:S:1:pos:R:3 method="wB97M-V/def2-TZVPD" multiplicity=4 e_above_lowest_kcal_mol=26.3 charge=+1 lumo_energy_ev="-6.7930 / -5.7702" total_energy_ev=-103404.9801 homo_energy_ev="-13.1 / -13.2"
Tc 0.79924 0.64916 0.04541
C -0.56205 -2.77008 1.92787
C 0.17247 -1.60440 2.57018
C 0.22937 -1.71462 4.07726
O -0.48817 -0.37469 2.16117
C 1.57851 -1.56178 1.98115
O 2.54750 -2.08643 2.40664
O 1.60410 -0.86025 0.78535
H -1.57969 -2.81993 2.31458
H -0.04950 -3.70557 2.15087
H -0.60839 -2.64880 0.84459
H -0.77689 -1.82536 4.48286
H 0.70446 -0.83414 4.51740
H 0.82141 -2.58153 4.36247
H -0.70572 0.13593 2.95003
Se -1.29959 0.06184 -0.79384
C -1.12112 0.00874 -2.67949
C 0.04836 -0.43247 -3.28349
C 0.06030 -0.49052 -4.66946
N -0.98052 -0.14590 -5.43059
C -2.08858 0.27651 -4.81883
C -2.22232 0.36905 -3.43924
H 0.91689 -0.73540 -2.71345
H 0.94628 -0.83375 -5.18993
H -2.91630 0.55362 -5.46085
H -3.14524 0.71377 -2.99242
Cl 1.27377 2.29093 2.07714
C 1.04683 3.82555 1.13985
C 1.32341 3.60474 -0.33534
O 1.74330 4.46746 -1.02927
O 0.98857 2.37072 -0.78837
H 1.72546 4.56713 1.54476
H 0.01384 4.13046 1.28499